No. 1
Here is C25H19Cl3N4O10S2SiTi as an isolated structure from the Open Molecules 2025 dataset. Energies are from ωB97M-V with the def2-TZVPD basis set.

Net charge: -1
Energy: -142908.5522 eV
Spin multiplicity: 2
LUMO level (spin up / spin down): 1.305 / 1.233 eV

Each line ends with the Mulliken charge.
Cartesian coordinates (Å):
Ti  -0.799827  -0.149754  -0.712026  0.473
Cl  -3.117802  -0.847447  -4.039812  -0.367
Cl  0.030941  -1.586406  -4.519720  -0.387
Cl  -0.893590  1.540736  -4.533865  -0.388
S  -1.148960  -2.142739  2.099304  1.366
S  -3.499397  0.207287  0.681186  1.686
Si  -1.209932  -0.222403  -3.397173  0.574
O  -0.764151  -1.687048  3.407746  -0.769
O  4.797883  4.370464  -0.655664  -0.500
O  -0.718413  -1.214565  1.036267  -0.275
O  -0.776377  -3.502102  1.757643  -0.782
O  -2.552351  1.006244  1.428381  -0.710
O  -4.768034  0.810120  0.374978  -0.787
O  -2.855338  -0.351678  -0.552846  -0.585
O  -1.177552  1.816874  -1.275501  -0.220
O  0.310091  1.121314  0.444465  -0.052
O  6.412213  2.867121  -0.463849  -0.587
N  -0.934122  -2.349571  -1.344141  1.206
N  1.217501  -0.827929  -1.322498  0.591
N  0.213229  2.398027  0.181860  1.403
N  -0.586048  2.797038  -0.724909  -1.002
C  -0.793073  -5.089056  -1.705882  -0.543
C  -2.006457  -4.459023  -1.533355  -0.862
C  5.252000  3.097309  -0.664029  0.443
C  -3.420865  -3.307062  2.816849  -0.970
C  0.244743  -2.958722  -1.537164  0.332
C  2.078343  5.471463  1.053051  -0.795
C  -5.690895  -2.605666  2.529676  -0.551
C  1.087195  3.305758  0.841729  0.184
C  1.405315  -2.065022  -1.545154  -0.518
C  1.867601  2.824317  1.878733  -0.336
C  -2.039646  -3.083141  -1.352026  -0.829
C  -2.954666  -2.186342  2.130779  0.147
C  2.875765  5.002766  2.092859  -0.341
C  3.152410  2.257951  -1.786583  -0.650
C  -5.244922  -1.492560  1.839388  -0.593
C  1.183057  4.627164  0.416813  -0.189
C  0.363314  -4.323483  -1.713014  -0.971
C  2.763668  3.682244  2.500463  -0.697
C  -3.885779  -1.264475  1.637048  0.151
C  -4.772171  -3.518105  3.020510  -0.649
C  4.352591  0.823052  -0.274535  -1.176
C  2.192327  1.278756  -1.969418  -0.051
C  3.381511  -0.151706  -0.427073  -0.070
C  4.226667  2.043303  -0.926667  0.305
C  2.298694  0.084466  -1.265444  -0.078
H  2.157552  6.502149  0.731658  0.367
H  0.560961  4.974765  -0.395467  0.494
H  -2.932446  -5.015881  -1.521082  0.476
H  -5.942057  -0.772747  1.436364  0.541
H  3.379687  3.309983  3.308399  0.392
H  2.393310  -2.472257  -1.756612  0.538
H  1.338441  -4.768829  -1.855002  0.498
H  3.424242  -1.066355  0.150539  0.531
H  -2.697107  -4.020514  3.186444  0.463
H  3.831841  4.381124  -0.588534  0.260
H  1.760135  1.791138  2.176841  0.564
H  3.056249  3.190706  -2.330385  0.552
H  3.584475  5.663595  2.573525  0.386
H  -6.753198  -2.757142  2.674518  0.380
H  -0.741934  -6.161944  -1.834277  0.420
H  5.198051  0.666503  0.382347  0.404
H  1.347164  1.445741  -2.627814  0.158
H  -2.962783  -2.539670  -1.199149  0.625
H  -5.099254  -4.398156  3.560288  0.374

Atomic forces in eV per Å
Ti -0.4 0.3 0.0
Cl 0.0 0.0 0.0
Cl 0.0 0.0 0.0
Cl 0.0 0.0 0.0
S 0.0 -0.2 -0.1
S 0.1 0.2 0.3
Si 0.1 0.0 -0.1
O 0.0 0.0 0.0
O 0.0 0.0 0.0
O 0.1 0.1 0.2
O 0.0 0.0 0.0
O -0.2 -0.2 -0.1
O 0.0 0.0 0.0
O 0.1 -0.1 -0.1
O -0.1 0.1 -0.1
O 0.1 -0.1 -0.1
O 0.0 0.0 0.0
N 0.1 0.1 -0.1
N -0.1 0.0 0.2
N -0.1 -0.1 -0.2
N 0.1 0.0 0.0
C 0.2 0.0 0.0
C -0.2 0.1 0.0
C 0.0 0.0 0.0
C 0.0 0.0 0.0
C 0.1 0.1 0.1
C 0.0 0.0 0.0
C 0.0 0.0 0.0
C 0.1 0.1 0.0
C 0.0 -0.2 0.0
C 0.0 -0.1 0.0
C 0.0 0.0 0.0
C -0.1 0.0 0.0
C 0.0 0.0 0.0
C -0.1 0.0 -0.1
C 0.0 0.0 0.0
C 0.0 0.0 -0.1
C -0.1 0.0 -0.1
C 0.0 0.0 0.0
C 0.1 -0.1 0.0
C 0.0 0.0 0.0
C 0.0 0.0 0.0
C 0.1 0.0 0.0
C 0.0 0.0 0.0
C 0.0 0.0 0.0
C 0.0 0.0 0.0
H 0.0 0.0 0.0
H 0.0 0.0 0.0
H 0.0 0.0 0.0
H 0.0 0.0 0.0
H 0.0 0.0 0.0
H 0.0 0.0 0.0
H 0.0 0.0 0.0
H 0.0 0.0 0.0
H 0.0 0.0 0.0
H 0.0 0.0 0.0
H 0.0 0.0 0.0
H 0.0 0.0 0.0
H 0.0 0.0 0.0
H 0.0 0.0 0.0
H 0.0 0.0 0.0
H 0.0 0.0 0.0
H 0.0 0.0 0.0
H 0.0 0.0 0.0
H 0.0 0.0 0.0

***

No. 2
Here is a 2-piece molecular cluster, C4H6O2 overall from the Open Molecules 2025 dataset. Energies are from ωB97M-V with the def2-TZVPD basis set.

Net charge: 0
Energy: -8337.0830 eV
LUMO level: 0.711 eV
SMILES: O=C=CO.C=C

Each line ends with the Mulliken charge.
Cartesian coordinates (Å):
O  -1.780543  -0.073988  0.919028  -0.478
O  -0.546722  2.599252  -0.291773  -0.495
C  -0.894591  0.380435  0.276932  0.584
C  -0.096108  1.292680  -0.267936  -0.245
C  1.017389  -1.188784  0.471940  -0.528
C  0.232788  -1.514969  -0.560896  -0.610
H  0.746652  -1.437729  1.494277  0.268
H  -1.170939  2.698769  0.437385  0.312
H  0.475978  -1.233176  -1.580040  0.292
H  0.804463  1.102754  -0.829222  0.285
H  1.952288  -0.654023  0.338083  0.298
H  -0.696176  -2.055842  -0.412948  0.318

Atomic forces in eV per Å
O 0.6 0.4 -0.4
O -0.2 0.3 0.1
C -0.6 -0.2 0.6
C 0.0 -0.1 -0.2
C 0.0 -0.1 -0.1
C 0.1 -0.1 0.0
H 0.0 0.0 -0.2
H 0.1 0.3 -0.1
H 0.1 -0.2 0.1
H -0.2 0.0 0.2
H -0.1 -0.1 0.0
H 0.2 0.0 -0.1

***

No. 3
Here is a 2-piece molecular cluster, C5H11NO2 overall from the Open Molecules 2025 dataset. Energies are from ωB97M-V with the def2-TZVPD basis set.

Net charge: 0
Energy: -10947.4062 eV
LUMO level: 0.693 eV
SMILES: O=CN1CCCC1.O

Each line ends with the Mulliken charge.
Cartesian coordinates (Å):
O  -1.476766  -2.311700  -1.505451  -0.563
O  -1.627068  -0.338709  3.640250  -0.646
N  0.054491  -0.700250  -1.034667  0.111
C  -0.361322  -1.873975  -1.628072  -0.001
C  -0.826985  0.183703  -0.273088  -0.458
C  1.467639  -0.160525  -0.960392  -0.571
C  1.399637  1.258422  -0.471066  -0.711
C  0.113511  1.158900  0.382349  -0.410
H  1.898927  -0.030227  -1.977690  0.324
H  1.998087  -0.698458  -0.174779  0.300
H  -1.420284  -0.350293  2.727668  0.318
H  0.416136  -2.170643  -2.379856  0.305
H  -2.466382  -0.896538  3.633398  0.336
H  0.390194  0.902729  1.453763  0.252
H  1.449095  2.058835  -1.339844  0.314
H  2.210180  1.517980  0.124674  0.375
H  -1.533283  0.609062  -1.037079  0.253
H  -0.183690  2.293986  0.496606  0.285
H  -1.502120  -0.452290  0.323273  0.185

Atomic forces in eV per Å
O -0.3 -0.6 0.0
O -2.2 -1.3 1.2
N 1.5 0.4 0.2
C 1.1 2.4 -0.4
C -1.5 -0.7 -1.4
C -0.3 -0.3 -1.5
C -2.2 0.6 -1.8
C 0.3 4.0 1.9
H 0.2 -1.4 0.7
H 0.5 -0.5 -0.7
H 0.6 0.2 -1.6
H -0.4 -0.7 0.6
H 1.6 1.1 0.4
H -0.3 -0.2 -1.3
H -0.8 -1.6 1.6
H 1.5 0.2 1.2
H 0.6 0.3 0.8
H -0.5 -2.4 -0.2
H 0.5 0.5 0.4

***

No. 4
Here is a 2-piece molecular cluster, C2H7ClN2O2S overall from the Open Molecules 2025 dataset. Energies are from ωB97M-V with the def2-TZVPD basis set.

Net charge: 0
Energy: -32618.0172 eV
LUMO level: 0.775 eV

Each line ends with the Mulliken charge.
Cartesian coordinates (Å):
Cl  -1.904521  0.416967  -0.001469  -0.155
S  1.184110  -1.730367  0.068519  0.676
O  0.207099  -2.118750  1.063249  -0.545
O  2.574291  -2.637163  0.380605  -0.511
N  1.731207  -0.182768  0.611718  -0.240
N  1.251362  0.273258  1.854945  -0.523
C  -2.494326  1.642716  -1.060999  -0.060
C  -2.097712  1.754864  -2.312559  -0.585
H  2.738184  -0.085008  0.554608  0.290
H  2.408326  -3.408602  0.922559  0.321
H  -3.200498  2.310556  -0.593834  0.332
H  1.151915  -0.509974  2.505882  0.276
H  -2.484109  2.542514  -2.934935  0.242
H  0.322519  0.655423  1.695748  0.256
H  -1.387847  1.076334  -2.754037  0.227

Atomic forces in eV per Å
Cl 0.0 -0.2 0.1
S 1.1 0.0 0.2
O -0.5 -0.2 0.2
O -0.1 1.0 -0.6
N -0.1 -0.3 -0.3
N -0.1 -0.3 0.2
C 0.0 0.2 -0.1
C 0.0 -0.1 0.0
H 0.0 -0.1 -0.1
H -0.4 -0.3 0.4
H -0.1 0.0 0.0
H 0.0 0.3 -0.1
H -0.1 0.2 -0.1
H 0.2 -0.1 0.1
H 0.1 -0.1 0.0

***

No. 5
Here is a 2-piece molecular cluster, C3H6Si overall from the Open Molecules 2025 dataset. Energies are from ωB97M-V with the def2-TZVPD basis set.

Net charge: 0
Energy: -11079.1819 eV
LUMO level (spin up / spin down): 0.512 / 0.512 eV

Each line ends with the Mulliken charge.
Cartesian coordinates (Å):
Si  1.638724  -0.035448  0.077476  0.347
C  -0.182790  -0.306695  0.331110  0.072
C  -1.298994  -0.922210  0.078604  -0.065
C  -1.317437  0.546289  0.068524  -0.683
H  -1.983282  -1.714735  0.380690  0.301
H  -1.631560  1.367968  0.758800  0.258
H  1.502432  0.982812  -0.863374  -0.078
H  2.491160  -0.177669  1.278166  -0.075
H  -1.292972  1.546691  -1.507132  0.022
H  2.074718  -1.287003  -0.602863  -0.099

Atomic forces in eV per Å
Si -0.2 -3.1 0.8
C 1.7 0.1 -0.5
C -1.9 0.8 1.6
C -0.3 2.6 -2.1
H 0.5 -0.1 -0.9
H -0.1 -1.2 -0.7
H 0.6 1.7 -0.8
H -0.1 0.9 0.1
H -0.1 -2.0 2.7
H 0.0 0.2 -0.2

***

No. 6
Here is C4H5N3O2 as an isolated structure from the Open Molecules 2025 dataset. Energies are from ωB97M-V with the def2-TZVPD basis set.

Net charge: 0
Energy: -12789.5778 eV
LUMO level: 0.723 eV

Each line ends with the Mulliken charge.
Cartesian coordinates (Å):
O  -0.483048  1.292554  0.195959  -0.421
O  -3.038315  -0.066069  -0.091329  -0.479
N  2.476111  -0.348284  -0.248144  0.180
N  2.012913  0.954643  -0.372425  -0.649
N  1.522212  -1.264632  0.182507  -0.617
C  0.498851  -0.568230  0.432381  0.368
C  -0.965233  -0.041219  0.605228  0.076
C  0.734862  0.748889  0.055806  0.494
C  -1.816894  -0.591815  -0.478770  -0.419
H  -1.468922  0.047563  1.572429  0.358
H  -1.435898  -0.277212  -1.530247  0.296
H  -1.739326  -1.705533  -0.285273  0.235
H  3.468463  -0.585367  -0.243066  0.247
H  -3.441584  0.030839  -0.972325  0.331

Atomic forces in eV per Å
O -0.3 1.0 0.3
O -1.9 0.2 -2.5
N -2.0 0.0 0.1
N -2.1 -1.1 1.0
N 3.6 -1.9 0.0
C -1.8 3.3 0.1
C 1.6 -0.7 -0.7
C 3.8 0.0 -0.7
C 1.5 -1.1 0.9
H 0.3 -0.4 -0.2
H -0.6 -0.6 1.8
H -0.4 0.8 -0.9
H -0.7 0.2 -0.1
H -0.9 0.3 0.9

***

No. 7
Here is a 3-piece molecular cluster, C2H9NO4 overall from the Open Molecules 2025 dataset. Energies are from ωB97M-V with the def2-TZVPD basis set.

Net charge: 0
Energy: -11899.1286 eV
LUMO level: 0.411 eV
SMILES: NCC(=O)O.O.O

Each line ends with the Mulliken charge.
Cartesian coordinates (Å):
O  -0.281027  1.023903  -0.111611  -0.481
O  3.174653  1.666449  -2.974296  -0.662
O  -0.080384  -0.975534  0.723431  -0.500
O  0.301203  -1.997014  -2.181358  -0.577
N  -2.275788  -0.191204  2.515533  -0.556
C  -1.079134  0.495840  2.169783  -0.365
C  -0.440796  0.129533  0.863337  0.531
H  3.634863  2.274204  -2.261238  0.335
H  -0.258608  0.246367  2.983537  0.267
H  -0.293949  -1.942026  -1.495987  0.292
H  -1.303746  1.653014  2.167803  0.249
H  -0.334755  0.581177  -1.032784  0.364
H  1.003938  -2.394390  -1.820549  0.290
H  -2.161337  -1.181708  2.787416  0.274
H  2.781176  0.842903  -2.567513  0.326
H  -2.933041  -0.235778  1.782540  0.215

Atomic forces in eV per Å
O -1.1 0.7 -2.0
O 0.7 0.7 2.1
O 0.9 -3.8 -0.7
O -2.1 2.2 -4.4
N -0.1 -1.6 1.1
C 1.5 3.2 1.8
C -0.4 1.0 0.1
H -1.7 -2.4 -1.9
H -1.7 0.8 -1.6
H -2.2 0.2 2.5
H 0.6 -2.1 0.2
H 0.6 0.7 2.2
H 4.3 -2.3 2.0
H 0.5 0.9 -0.1
H 0.9 1.7 -0.2
H -0.9 0.4 -1.0

***

No. 8
Here is one molecule with the formula C22H19BrFNO4S from the Open Molecules 2025 dataset. Energies are from ωB97M-V with the def2-TZVPD basis set.

Net charge: 0
Energy: -116397.6759 eV
LUMO level: 0.420 eV
SMILES: COC(=O)Cc1ccc(N(Cc2ccccc2F)S(=O)(=O)c2ccc(Br)cc2)cc1

Each line ends with the Mulliken charge.
Cartesian coordinates (Å):
Br  2.004856  -2.365654  4.342932  -0.192
S  -2.142270  -0.301094  -0.098215  1.380
F  -0.845401  -3.816904  -1.781910  -0.366
O  3.747496  4.796848  -1.633876  -0.594
O  1.907858  6.076631  -1.669745  -0.289
O  -2.792844  0.892871  0.340462  -0.730
O  -2.940523  -1.375447  -0.597702  -0.645
N  -1.011246  0.115058  -1.278123  0.501
C  0.739364  -1.767959  3.061996  0.062
C  2.722729  5.166658  -1.128816  0.759
C  -0.027854  3.568521  -0.499524  -1.102
C  -0.393687  -1.023002  -1.935910  -0.879
C  2.149237  4.637864  0.172768  -1.307
C  1.319168  3.432682  -0.184078  0.765
C  1.901790  2.175132  -0.261476  -1.174
C  -0.781641  2.472530  -0.871099  -0.097
C  -3.313398  -3.090610  -4.314666  -0.395
C  -0.199066  1.209442  -0.925451  -0.476
C  -1.412850  -1.746407  -2.772042  0.054
C  1.151912  1.069477  -0.618371  0.256
C  -0.455476  0.022137  2.030842  -0.393
C  -3.147947  -1.721870  -4.444384  -0.822
C  0.115271  -2.697199  2.243900  -0.568
C  0.461736  -0.411658  2.971608  -0.619
C  -2.204559  -1.058573  -3.681757  -0.339
C  -1.601593  -3.115861  -2.662518  0.817
C  -2.534147  -3.798749  -3.417892  -0.673
C  -0.801275  -2.253628  1.305046  -0.417
C  -1.076280  -0.902204  1.210481  0.035
C  2.295665  6.597438  -2.934251  -0.665
H  2.972590  4.357651  0.828749  0.439
H  2.951204  2.057853  -0.036645  0.437
H  0.344614  -3.747472  2.335857  0.457
H  2.298647  5.804145  -3.684207  0.306
H  1.622692  0.098623  -0.653401  0.455
H  0.956468  0.290361  3.624645  0.463
H  1.563595  7.359549  -3.187570  0.234
H  -2.644978  -4.863825  -3.289260  0.462
H  -4.052064  -3.608501  -4.906817  0.382
H  -3.759330  -1.168846  -5.140910  0.398
H  -0.487851  4.544602  -0.461626  0.401
H  -1.314591  -2.944643  0.655604  0.497
H  -1.828151  2.573805  -1.104229  0.541
H  3.296534  7.029284  -2.874966  0.290
H  -2.079202  0.009666  -3.770664  0.399
H  0.057198  -1.715004  -1.212117  0.460
H  0.397262  -0.636128  -2.587281  0.584
H  -0.707790  1.065717  1.932719  0.509
H  1.533982  5.409224  0.632868  0.401

Atomic forces in eV per Å
Br -0.1 0.0 -0.1
S 0.0 -0.1 0.4
F -0.1 0.0 0.0
O 0.1 0.0 -0.1
O -0.3 0.1 0.2
O 0.3 0.1 0.1
O 0.3 -0.2 0.1
N -0.9 -0.2 0.4
C 0.1 0.0 0.1
C 0.1 0.0 0.3
C 0.0 -0.1 0.0
C 0.1 -0.5 -0.2
C 0.1 0.0 -0.3
C -0.1 -0.1 0.2
C 0.0 0.1 0.0
C 0.1 0.0 -0.1
C 0.0 0.0 0.0
C 0.5 0.8 0.1
C 0.2 -0.4 -0.2
C -0.2 -0.1 -0.1
C 0.0 0.1 0.1
C 0.0 0.1 -0.1
C 0.1 0.1 0.1
C 0.0 -0.1 0.0
C 0.1 -0.2 0.0
C 0.0 0.2 -0.3
C 0.1 0.0 0.1
C -0.1 -0.1 0.0
C -0.5 0.2 -0.5
C 0.3 0.0 -0.3
H 0.0 0.1 0.0
H 0.1 0.0 0.0
H 0.0 -0.1 0.0
H 0.0 0.1 0.0
H 0.0 -0.1 0.0
H 0.0 0.0 0.0
H 0.0 0.0 0.0
H 0.0 -0.1 0.0
H -0.1 -0.1 -0.1
H -0.1 0.1 -0.1
H -0.1 0.1 0.0
H 0.0 -0.1 -0.1
H -0.1 0.0 -0.1
H -0.1 0.0 0.0
H 0.0 0.1 0.0
H 0.1 0.1 -0.2
H -0.1 0.0 0.2
H 0.0 0.2 0.1
H 0.0 0.0 0.1

***

> What is the formula in the eighth record?

C22H19BrFNO4S